25
Properties=species:S:1:pos:R:3 method="wB97M-V/def2-TZVPD" orbital_gap_ev=7.153 e_lumo_ev=-2.11 total_energy_ev=-35067.58187 smiles="CC[C@@H](I)C1=C(P(O)O)C(=O)C=CC1=O" spin_multiplicity=1
C -2.5543 0.9992 0.0700
C -1.6944 1.7200 -1.1635
C -0.5500 0.6733 -1.7873
I 0.3080 1.5591 -3.5957
C 0.5163 0.4040 -0.5694
C 0.6034 -0.9306 0.1493
P -0.5446 -2.4350 -0.3073
O 0.4155 -3.3196 -1.5044
O -0.7232 -3.5247 1.0391
C 1.6931 -1.1334 1.3987
O 2.2554 -2.3021 1.7235
C 2.0119 0.2419 2.2788
C 1.9245 1.5864 1.6102
C 1.5310 1.5782 -0.0150
O 2.0538 2.5728 -0.7370
H -1.8601 0.5293 0.8973
H -3.2291 1.8042 0.5972
H -3.1567 0.1214 -0.4204
H -2.4278 2.0930 -2.0032
H -1.1443 2.6776 -0.7374
H -1.1595 -0.2755 -2.1268
H 1.3914 -3.1954 -1.2401
H -0.0822 -4.2840 0.8473
H 2.3098 0.2294 3.4277
H 2.1119 2.6106 2.1682